Record 1
# C4H10N2O

A single C4H10N2O molecule in a non-equilibrium geometry (the ωB97M-V functional and the def2-TZVPD basis, the Open Molecules 2025 dataset).

Last column: Mulliken charge in e.
Positions of all 17 atoms, in Å:
C (0.201, 0.503, 0.294)  0.813
H (-2.932, 1.712, -0.394)  0.247
H (-1.741, -0.294, 0.599)  0.387
H (-0.674, -2.294, -0.076)  0.366
H (-1.410, 1.407, 1.275)  0.337
H (2.579, -1.634, -0.344)  0.303
O (0.986, 1.423, 0.576)  -0.624
H (-0.938, -0.973, -1.113)  0.183
H (-2.062, 0.653, -1.421)  0.262
H (2.336, -0.627, 1.054)  0.397
C (-1.300, 0.688, 0.401)  -0.894
C (-0.128, -1.593, -0.769)  -0.866
N (-1.981, 1.438, -0.649)  -0.588
N (0.749, -0.652, -0.188)  0.073
C (1.867, -1.355, 0.453)  -0.997
H (1.537, -2.193, 1.071)  0.298
H (0.194, -2.104, -1.682)  0.302

Properties
Energy relative to the best compared isomer or geometry (same formula, charge and spin), kJ/mol: 230.1
Kohn-Sham gap, eV: 10.12
SMILES string: CN(C)C(=O)CN
E_LUMO, eV: 0.76
HOMO level, Eh: -0.3439
Spin multiplicity: 1

Record 2
# C22H33N11

A 11-piece molecular cluster, C22H33N11 overall in a non-equilibrium geometry (the ωB97M-V functional and the def2-TZVPD basis, the Open Molecules 2025 dataset).

Last column: Mulliken charge in e.
Positions of all 66 atoms, in Å:
H (-3.623, 0.738, -1.413)  -0.125
C (-0.977, 0.813, -3.975)  -0.445
H (3.228, 2.752, -0.126)  0.098
H (-3.812, 2.687, 1.973)  0.251
C (-4.540, 2.504, 1.187)  -0.305
H (3.052, -1.402, 0.050)  -0.285
H (-1.170, -2.831, -1.635)  -0.206
H (-0.886, 1.253, -2.984)  -0.253
H (0.650, -0.768, 3.439)  0.076
C (0.260, -0.192, 0.192)  -0.186
H (0.324, -0.988, -0.546)  0.412
H (4.586, -0.699, -0.524)  0.334
C (-2.707, 3.960, -2.741)  0.464
H (1.570, -5.971, 0.648)  0.356
N (-6.140, 0.584, 1.898)  -0.379
H (-2.367, 5.851, -1.983)  0.361
H (1.274, 0.154, 0.371)  -0.034
H (-3.779, -0.258, 0.084)  0.310
C (-5.118, -0.734, -1.492)  -0.022
H (3.744, -1.919, -1.490)  0.312
H (1.171, -2.181, 4.343)  0.441
N (5.236, -3.517, 0.768)  -0.416
C (2.590, 3.081, -0.944)  -0.735
H (-0.050, 1.006, -4.510)  0.351
H (-3.134, -0.998, -1.401)  -0.275
H (-0.157, -0.578, 1.119)  0.421
N (1.868, 1.672, 2.524)  -0.319
H (-5.132, 3.412, 1.044)  0.310
C (4.706, -2.663, 0.213)  0.150
H (5.005, 2.081, 2.575)  0.286
N (1.312, -2.955, 1.432)  -0.329
C (-0.571, 0.914, -0.243)  -0.480
H (-1.842, 1.199, -4.505)  0.386
N (-1.285, -1.741, -3.545)  -0.452
C (-1.126, -0.629, -3.764)  0.358
C (1.784, -3.986, 1.271)  0.324
H (-1.822, 4.490, -0.938)  0.239
H (1.726, 3.589, -0.515)  0.242
H (4.427, 1.888, 4.252)  0.316
H (-0.889, 4.947, -2.402)  0.237
H (2.351, -1.129, 3.499)  0.172
C (1.435, -1.159, 4.084)  -0.350
C (-1.865, -4.819, -1.892)  0.160
H (-1.163, -3.859, -0.158)  0.233
C (-5.431, 1.423, 1.574)  0.231
N (1.714, 0.325, 6.200)  -0.429
C (-1.682, -3.619, -1.084)  0.068
C (-3.820, -0.246, -1.001)  0.509
C (4.248, 2.379, 3.296)  -0.949
C (2.917, 2.009, 2.832)  0.370
C (2.158, 1.954, -1.734)  0.455
H (-4.035, 2.295, 0.247)  -0.087
C (3.985, -1.603, -0.476)  -0.119
C (1.585, -0.339, 5.275)  0.080
N (-3.390, 3.215, -3.295)  -0.482
H (2.832, -5.682, 1.895)  0.278
N (1.748, 1.050, -2.312)  -0.411
C (-1.875, 4.881, -1.950)  -0.794
N (-1.271, 1.756, -0.584)  -0.177
C (2.357, -5.303, 0.996)  -0.877
H (3.140, 3.800, -1.549)  0.380
H (3.098, -5.212, 0.206)  0.295
N (-6.100, -1.157, -1.903)  -0.448
H (-2.653, -3.204, -0.802)  0.179
N (-1.971, -5.776, -2.509)  -0.402
H (4.307, 3.456, 3.440)  0.326

Properties
Energy relative to the best compared isomer or geometry (same formula, charge and spin), kJ/mol: 43.3
Kohn-Sham gap, eV: 10.81
SMILES string: CC#N.CC#N.CC#N.CC#N.CC#N.CC#N.CC#N.CC#N.CC#N.CC#N.CC#N
E_LUMO, eV: -0.36
HOMO level, Eh: -0.4105
Spin multiplicity: 1

Record 3
# C5H9BrSi

A single C5H9BrSi molecule in a non-equilibrium geometry (the ωB97M-V functional and the def2-TZVPD basis, the Open Molecules 2025 dataset).

Last column: Mulliken charge in e.
Positions of all 16 atoms, in Å:
H (-1.782, -1.605, -1.085)  0.401
H (0.019, -1.212, 1.339)  0.348
H (-0.921, 0.029, 2.172)  0.362
C (-0.992, -0.858, -1.172)  -1.466
C (-1.041, 0.115, 0.004)  0.363
C (-0.913, -0.649, 1.319)  -1.459
C (1.960, 0.752, 0.008)  -0.285
H (0.129, 2.468, 0.928)  -0.145
C (3.190, 0.260, -0.042)  0.242
H (-1.739, -1.352, 1.440)  0.410
Br (4.835, -0.449, 0.045)  -0.031
H (-2.026, 0.599, -0.004)  0.276
H (0.164, 2.120, -1.479)  -0.158
H (-1.122, -0.337, -2.118)  0.365
H (-0.036, -1.376, -1.196)  0.350
Si (0.276, 1.495, -0.158)  0.426

Properties
Energy relative to the best compared isomer or geometry (same formula, charge and spin), kJ/mol: 193.3
Kohn-Sham gap, eV: 10.04
SMILES string: CC(C)[SiH2]C#CBr
E_LUMO, eV: 0.63
HOMO level, Eh: -0.3458
Spin multiplicity: 1

Record 4
# C4H4N2OS

A single C4H4N2OS molecule in a non-equilibrium geometry (the ωB97M-V functional and the def2-TZVPD basis, the Open Molecules 2025 dataset).

Last column: Mulliken charge in e.
Positions of all 12 atoms, in Å:
N (-1.958, 0.484, -0.085)  -0.109
C (1.166, -1.539, 0.343)  -0.524
C (-0.640, 0.205, -0.095)  -0.257
H (2.891, -0.507, -0.165)  0.259
C (-3.009, -0.071, -0.146)  0.452
H (0.156, 2.051, 0.529)  0.225
O (1.538, 0.859, 0.087)  -0.290
S (-4.546, -0.314, -0.049)  -0.313
H (0.999, -1.424, 1.480)  0.227
H (1.432, -0.380, -1.573)  0.258
N (0.187, 1.141, 0.153)  0.023
C (1.783, -0.504, -0.479)  0.048

Properties
Energy relative to the best compared isomer or geometry (same formula, charge and spin), kJ/mol: 800.4
Kohn-Sham gap (alpha / beta), eV: 7.89 / 7.89
E_LUMO (alpha / beta), eV: -0.31 / -0.31
HOMO level (alpha / beta), Eh: -0.3014 / -0.3015
Spin multiplicity: 1

Record 5
# C20H36N2Si2V

C20H36N2Si2V as an isolated structure in a non-equilibrium geometry (the ωB97M-V functional and the def2-TZVPD basis, the Open Molecules 2025 dataset).

Last column: Mulliken charge in e.
Positions of all 61 atoms, in Å:
H (0.132, 2.624, 4.241)  0.363
H (-2.020, 0.332, 2.972)  0.309
H (1.143, -5.695, 2.608)  0.266
H (-1.399, -2.790, 0.573)  0.416
H (0.847, -0.289, 1.365)  -0.138
C (3.196, -0.512, -0.536)  -1.095
C (-3.439, -0.772, 0.079)  -0.440
H (0.219, -2.487, 1.315)  0.393
H (2.123, 3.401, -0.570)  0.343
H (-2.433, 2.049, 2.996)  0.451
C (2.416, 2.453, -1.035)  -0.908
C (-1.645, 0.627, -2.720)  0.684
H (-0.954, 4.155, 1.714)  0.400
V (-0.473, -0.455, -0.276)  0.167
H (4.197, -0.278, -0.927)  0.367
C (0.661, 1.935, 3.570)  -1.116
C (-2.769, 0.364, -1.859)  0.331
H (2.583, -5.657, -0.112)  0.278
H (-0.850, 3.397, 0.115)  0.287
H (-1.238, -1.620, 1.985)  0.223
H (-2.736, 1.637, -4.268)  0.253
H (2.629, -0.965, -1.357)  0.393
H (-2.689, 1.098, 1.537)  0.339
C (3.567, 1.592, 1.604)  -1.266
H (1.687, 2.302, 3.463)  0.272
H (-5.532, -0.920, 0.475)  0.403
H (-0.676, 2.197, -5.575)  0.414
H (3.328, -5.531, 1.474)  0.294
C (0.627, 1.128, -4.190)  -0.609
C (-5.129, 0.189, -1.347)  -0.713
H (-6.171, 0.422, -1.584)  0.401
Si (-0.268, 1.795, 1.930)  -0.099
N (-2.434, -0.199, -0.650)  0.797
H (-4.327, 1.118, -3.140)  0.278
H (1.588, -0.100, -2.661)  0.385
C (2.431, -5.284, 0.903)  -0.495
H (3.275, 2.548, 2.053)  0.279
H (-3.114, -1.453, 0.863)  0.237
H (0.721, 0.966, 4.081)  0.314
H (1.736, 2.273, -1.875)  0.219
C (0.698, 0.669, 0.798)  0.836
H (1.226, -7.001, 1.436)  0.337
Si (2.440, 1.044, 0.198)  0.378
H (1.548, 1.353, -4.725)  0.407
C (1.197, -5.914, 1.540)  -0.858
C (0.675, 0.381, -3.016)  -0.620
H (2.359, -4.196, 0.853)  -0.022
C (-1.750, 1.293, -3.949)  -0.785
H (3.621, 0.848, 2.409)  0.336
C (-0.760, -2.031, 1.068)  -1.428
C (-4.775, -0.529, -0.203)  -0.637
C (-2.002, 1.250, 2.374)  -1.077
H (3.313, -1.287, 0.233)  0.245
C (-4.110, 0.601, -2.202)  -0.682
H (3.424, 2.579, -1.453)  0.364
N (-0.431, 0.196, -2.239)  0.292
H (0.274, -5.564, 1.079)  0.231
C (-0.360, 3.469, 1.094)  -1.003
C (-0.603, 1.593, -4.671)  -0.613
H (4.583, 1.721, 1.207)  0.337
H (0.621, 3.930, 0.935)  0.283

Properties
Energy relative to the best compared isomer or geometry (same formula, charge and spin), kJ/mol: 0.0
Kohn-Sham gap (alpha / beta), eV: 5.92 / 8.39
E_LUMO (alpha / beta), eV: 0.38 / -0.34
HOMO level (alpha / beta), Eh: -0.2036 / -0.3209
Spin multiplicity: 4

Record 6
# C33H52FIN6O9P2S

A 2-piece molecular cluster, C33H52FIN6O9P2S overall in a non-equilibrium geometry (the ωB97M-V functional and the def2-TZVPD basis, the Open Molecules 2025 dataset).

Last column: Mulliken charge in e.
Positions of all 105 atoms, in Å:
C (6.077, -0.067, -0.326)  -1.237
H (-3.018, 5.158, -6.903)  0.248
H (-1.241, -5.731, -2.524)  0.340
C (-1.591, -5.560, -1.511)  -1.153
H (-2.375, 5.247, -2.375)  0.258
H (-7.379, 3.513, -3.120)  0.384
N (2.679, -4.189, 6.496)  -0.248
H (-5.034, 5.556, -2.267)  0.367
H (5.807, -2.176, 0.125)  0.413
H (-5.124, 2.722, -7.653)  0.399
H (-4.414, -0.019, 0.258)  0.120
H (1.279, 0.951, 2.145)  0.833
H (-0.862, 0.504, -0.649)  -0.393
H (-1.606, 6.225, -3.648)  0.392
P (2.696, -0.790, 5.682)  1.063
C (3.977, 1.326, -0.701)  -1.181
H (4.199, -0.309, 0.664)  -0.114
H (2.531, 2.743, -0.012)  0.509
N (6.702, -3.414, 3.615)  -0.248
C (-2.527, 1.017, 0.575)  -0.669
H (-3.236, -1.896, -0.515)  0.251
H (-2.237, -0.472, -1.021)  1.160
O (-3.696, 2.588, -3.248)  -0.635
H (-4.548, 4.950, -7.724)  0.399
H (-2.499, -6.153, -1.384)  0.348
H (-0.554, 4.550, -4.542)  0.432
C (-1.950, -4.116, -1.318)  0.968
H (1.029, 1.244, -0.795)  0.564
C (-1.077, -1.068, 0.728)  0.998
H (0.818, -4.721, 5.772)  0.387
H (0.811, -3.199, 6.628)  0.425
C (-1.651, -2.335, 0.915)  0.534
H (-6.368, 3.352, -6.546)  0.352
C (0.127, -2.892, 2.450)  0.947
H (-1.393, 3.617, -5.772)  0.286
H (-0.895, -5.899, -0.748)  0.224
C (-3.993, 0.987, 0.202)  -0.146
N (6.905, -4.784, 3.469)  -0.438
C (1.925, -1.288, 3.033)  -0.421
O (2.837, -0.642, 2.578)  -0.514
H (-4.141, 1.420, -0.789)  0.170
S (6.937, -1.235, 1.987)  -0.174
H (3.141, 1.719, 1.272)  0.396
H (-6.030, 3.099, -2.035)  0.322
C (-5.362, 2.922, -6.606)  -1.126
H (-2.406, 0.931, 1.656)  0.404
C (0.686, -1.627, 2.262)  0.926
C (-2.486, 5.629, -3.400)  -0.971
O (7.374, -3.828, 1.556)  -0.241
H (6.460, 0.110, -1.332)  0.325
N (-5.515, 4.169, -3.816)  0.134
C (6.581, -1.416, 0.212)  -0.691
C (-1.034, -3.245, 1.783)  -0.171
H (4.123, -3.820, 4.971)  0.337
C (4.548, -0.064, -0.340)  0.300
C (-4.085, 5.015, -6.739)  -0.809
H (4.773, 2.071, -0.642)  0.534
C (6.987, -2.906, 2.468)  0.429
O (4.156, -0.807, 5.749)  -0.744
C (1.969, -1.848, 4.424)  0.291
H (7.477, -1.726, -0.319)  0.548
C (7.273, -4.986, 2.266)  0.043
N (-2.659, 4.585, -4.395)  0.272
H (1.221, 0.703, 5.362)  0.362
H (-4.484, 5.907, -6.247)  0.216
H (2.677, -1.132, 7.774)  0.389
I (-1.902, -5.131, 2.173)  0.082
C (0.098, -0.701, 1.402)  0.069
H (-6.671, 5.662, -2.930)  0.361
C (0.854, -3.776, 3.422)  -0.408
H (-0.074, 1.389, 1.164)  0.467
O (-2.994, -3.917, -0.478)  -0.305
C (-5.628, 5.472, -3.188)  -1.070
H (-3.733, -2.687, 0.957)  0.448
H (-6.278, 2.217, -3.549)  0.309
C (1.451, -3.067, 4.608)  0.634
H (-3.315, 6.332, -3.414)  0.290
P (-3.996, 3.509, -4.388)  0.397
H (3.203, -5.370, 4.828)  0.245
O (-1.387, -3.219, -1.892)  -0.530
C (1.392, -3.808, 5.938)  -1.457
C (2.826, 1.717, 0.228)  -0.919
H (3.612, 1.343, -1.731)  0.343
C (-1.688, -0.034, -0.194)  -1.415
C (-1.409, 3.898, -4.714)  -1.089
H (-1.268, 2.989, -4.119)  0.216
H (4.216, -0.819, -1.053)  0.377
N (-4.370, 3.803, -6.001)  0.120
H (7.498, -5.914, 1.773)  0.418
H (1.927, -0.203, -0.344)  0.361
O (2.186, 0.683, 5.289)  -0.606
O (1.998, -1.083, 7.088)  -0.536
H (4.453, -5.167, 6.039)  0.354
H (-5.344, 6.275, -3.871)  0.261
C (-6.332, 3.202, -3.085)  -1.063
H (-5.378, 1.955, -6.099)  0.348
C (3.654, -4.651, 5.508)  -0.891
H (6.459, 0.746, 0.297)  0.468
C (1.627, 0.788, -0.005)  -0.571
C (-2.946, -2.653, 0.201)  -1.456
O (1.003, -4.965, 3.278)  -0.548
C (0.735, 0.661, 1.253)  -1.678
H (3.057, -3.455, 7.075)  0.332
F (-4.699, 1.796, 1.098)  -0.373
H (-2.151, 2.012, 0.327)  0.338

Properties
Kohn-Sham gap, eV: 7.27
SMILES string: CNCC1=C(P(=O)(O)O)C(=O)c2c(CCCCCCCSc3nnco3)c(CCCF)c(COC(C)=O)c(I)c2C1=O.CN(C)P(=O)(N(C)C)N(C)C
E_LUMO, eV: -1.09
HOMO level, Eh: -0.3071
Spin multiplicity: 1

Looking at DFT total energy for the records above, in order, we have -9336.602, -39737.330, -83248.615, -20067.434, -65747.593, -102663.841 eV.